This record from OMol25 describes a structure of composition C10H34KO12 at a distorted geometry. The level of theory is ωB97M-V/def2-TZVPD.

Summary:
Lowest unoccupied orbital energy   -2.58 eV
ΔE to the lowest compared entry with this formula, charge and spin   1.63 kcal per mole
Total charge   +1
Highest occupied orbital energy   -0.4481 Eh

Each line ends with the natural charge from an NBO analysis.
Positions of all 57 atoms, in Å:
K: 10.41400 -0.79900 -24.98200  0.92
O: 11.24800 0.32900 -27.43600  -0.96
H: 11.72900 1.14700 -27.50000  0.49
H: 10.68300 0.24500 -28.19800  0.49
O: 12.81900 -0.28600 -23.40100  -0.96
H: 12.28000 0.23000 -22.82000  0.48
H: 13.59100 -0.55500 -22.87700  0.49
C: 6.90800 -2.65100 -25.33100  -0.08
C: 5.81300 -3.77700 -25.20400  -0.10
O: 5.34200 -4.28700 -26.46800  -0.72
O: 7.82300 -2.63300 -24.36500  -0.74
H: 6.47100 -1.65900 -25.25100  0.16
H: 7.36700 -2.73900 -26.31900  0.15
H: 4.99200 -3.44800 -24.56300  0.17
H: 6.28200 -4.67800 -24.78400  0.18
H: 4.69700 -3.67500 -26.82100  0.47
H: 8.58500 -3.08000 -24.65400  0.48
C: 10.09300 -4.03800 -26.87800  -0.09
C: 10.01100 -2.91600 -27.89700  -0.10
O: 9.89000 -3.44300 -29.19700  -0.67
O: 10.04600 -3.53500 -25.54300  -0.78
H: 10.97900 -4.65600 -26.99000  0.19
H: 9.29600 -4.80100 -26.95100  0.19
H: 10.79400 -2.23700 -27.86300  0.18
H: 9.14400 -2.30400 -27.60800  0.16
H: 8.95900 -3.40600 -29.23500  0.47
H: 10.12500 -4.20200 -24.86700  0.50
C: 7.99100 1.13400 -26.29200  -0.10
C: 7.29200 0.91300 -24.95300  -0.08
O: 7.69600 1.94300 -24.08600  -0.73
O: 7.90400 -0.10500 -26.95300  -0.74
H: 8.98900 1.40200 -26.07700  0.17
H: 7.41000 1.85200 -26.86200  0.18
H: 7.64700 0.01600 -24.44200  0.18
H: 6.18500 0.89700 -25.02800  0.18
H: 7.49600 2.83900 -24.45700  0.47
H: 7.76700 0.06100 -27.90100  0.48
C: 11.70800 -2.79800 -21.97100  -0.07
C: 10.16700 -2.40100 -21.84300  -0.08
O: 9.90000 -1.05200 -22.28700  -0.80
O: 11.80700 -4.15500 -21.62500  -0.71
H: 12.24800 -1.98800 -21.34500  0.17
H: 11.90400 -2.73000 -23.07800  0.18
H: 9.77200 -2.63400 -20.92600  0.18
H: 9.59600 -3.02900 -22.55500  0.15
H: 9.04500 -0.64200 -21.98900  0.50
H: 11.60200 -4.33400 -20.74100  0.48
C: 10.68900 3.08900 -24.16300  -0.08
C: 11.54600 3.00900 -25.52900  -0.08
O: 12.09700 4.31900 -25.78400  -0.71
O: 10.51300 1.66300 -23.86900  -0.77
H: 9.68600 3.46900 -24.27700  0.18
H: 11.17500 3.67600 -23.35200  0.20
H: 11.06300 2.63300 -26.34300  0.15
H: 12.45400 2.38200 -25.54500  0.17
H: 12.52000 4.18500 -26.68000  0.46
H: 10.26500 1.66100 -22.96300  0.48